# 1
{
  "formula": "C2H7NO",
  "method": "ωB97M-V/def2-TZVPD",
  "orbital_gap_ha": [0.3428, 0.2779],
  "multiplicity": 1,
  "e_homo_ha": [-0.343, -0.303],
  "lumo_ev": [0.01, -0.68],
  "energy_ev": -5719.91939,
  "de_lowest_kcal_mol": 122.7,
  "species": ["O", "N", "C", "C", "H", "H", "H", "H", "H", "H", "H"],
  "coordinates": [[0.659457, -1.837817, -0.953550], [-0.865252, -0.049901, -0.664793], [0.449952, -0.503235, -0.564993], [-0.196740, 1.172811, 1.103447], [-0.929170, 0.666066, 1.717111], [-0.544584, 2.013276, 0.525037], [-0.077346, -2.351649, -0.594183], [-1.200251, -0.250945, -1.613631], [1.239899, 0.067352, -1.067570], [0.776941, 1.340096, 1.551805], [0.687094, -0.266055, 0.561321]],
  "forces_ev_per_a": [[-0.4, 0.1, -0.1], [-0.7, -1.0, 0.1], [1.2, -0.1, 1.4], [-0.2, 1.4, 0.3], [0.1, -0.1, -0.2], [-0.2, 0.0, 0.1], [0.1, 0.1, 0.0], [0.1, 0.6, -0.2], [-0.1, 0.1, -0.1], [0.1, -0.1, -0.1], [0.0, -0.9, -1.0]],
  "mulliken_charge": [-0.52, -0.59, -0.07, -0.90, 0.32, 0.29, 0.33, 0.21, 0.32, 0.39, 0.24]
}


# 2
{
  "formula": "C2H7NO",
  "method": "ωB97M-V/def2-TZVPD",
  "orbital_gap_ha": 0.3640,
  "multiplicity": 1,
  "e_homo_ha": -0.323,
  "lumo_ev": 1.12,
  "energy_ev": -5723.67120,
  "de_lowest_kcal_mol": 36.2,
  "smiles": "C=O.CN",
  "species": ["O", "N", "C", "C", "H", "H", "H", "H", "H", "H", "H"],
  "coordinates": [[-1.086341, -1.868880, -0.446989], [0.879850, 0.487293, -0.124689], [0.604870, 1.878278, -0.456879], [-1.496412, -2.392036, 0.547350], [1.465575, 2.438973, -0.852935], [-0.214466, 1.946024, -1.168624], [-2.221251, -3.230312, 0.541372], [-1.085695, -2.162300, 1.543703], [0.384183, 2.455388, 0.442533], [1.315292, 0.430484, 0.784753], [1.454391, 0.017093, -0.809597]],
  "forces_ev_per_a": [[-0.3, -0.1, -0.1], [-0.1, 0.3, 0.4], [0.7, 0.4, 0.0], [0.5, -0.6, 0.0], [0.0, -0.2, -0.3], [-0.1, 0.1, 0.0], [-0.2, 0.2, -0.2], [0.0, 0.3, 0.1], [-0.5, -0.3, 0.1], [0.2, -0.2, -0.1], [0.0, 0.1, 0.0]],
  "mulliken_charge": [-0.35, -0.41, -0.73, -0.13, 0.25, 0.24, 0.25, 0.22, 0.28, 0.20, 0.18]
}


# 3
{
  "formula": "C2H7NO",
  "method": "ωB97M-V/def2-TZVPD",
  "orbital_gap_ha": 0.3901,
  "multiplicity": 1,
  "e_homo_ha": -0.351,
  "lumo_ev": 1.07,
  "energy_ev": -5724.52988,
  "de_lowest_kcal_mol": 16.4,
  "smiles": "CNCO",
  "species": ["O", "N", "C", "C", "H", "H", "H", "H", "H", "H", "H"],
  "coordinates": [[0.446997, 2.056334, 0.024958], [0.268981, -0.226770, -0.533213], [0.661381, 0.727120, 0.488389], [-0.878731, -1.070776, -0.179690], [-1.665615, -0.420848, 0.204729], [0.164911, 1.955347, -0.889237], [1.718040, 0.599030, 0.716798], [-1.226251, -1.596955, -1.064055], [0.079662, 0.586858, 1.398161], [-0.655958, -1.826044, 0.578091], [1.086584, -0.783296, -0.744926]],
  "forces_ev_per_a": [[0.0, -0.1, 0.3], [0.2, -0.1, 0.5], [-0.2, 0.2, -0.5], [0.3, 0.2, -0.1], [-0.1, -0.1, -0.1], [0.0, 0.0, -0.1], [0.2, 0.1, 0.1], [-0.2, 0.1, -0.1], [-0.1, 0.0, 0.2], [0.1, 0.0, 0.2], [-0.2, -0.2, -0.2]],
  "mulliken_charge": [-0.53, -0.40, -0.22, -0.84, 0.34, 0.30, 0.27, 0.29, 0.28, 0.30, 0.21]
}


# 4
{
  "formula": "C2H7NO2",
  "method": "ωB97M-V/def2-TZVPD",
  "orbital_gap_ha": 0.3918,
  "multiplicity": 1,
  "e_homo_ha": -0.359,
  "lumo_ev": 0.88,
  "energy_ev": -7768.90121,
  "de_lowest_kcal_mol": 106.6,
  "species": ["O", "O", "N", "C", "C", "H", "H", "H", "H", "H", "H", "H"],
  "coordinates": [[1.126643, 1.542539, 0.191274], [-0.940704, 0.882677, 0.328659], [-1.933060, 0.287759, -0.478934], [1.012875, -0.860951, -0.187936], [0.773389, 0.369009, 0.632398], [0.741867, 0.211790, 1.717674], [0.353141, -1.679559, 0.108689], [-0.089591, 1.679489, -0.057052], [-1.475386, -0.348512, -1.130601], [2.044720, -1.185302, -0.024678], [-2.512818, -0.260652, 0.150520], [0.898924, -0.638285, -1.250013]],
  "forces_ev_per_a": [[0.0, -0.2, 0.1], [0.2, -0.2, 0.0], [0.2, 0.1, 0.1], [0.0, 0.1, 0.0], [-0.4, 0.2, -0.2], [0.0, 0.0, -0.1], [0.0, 0.1, 0.0], [0.0, -0.1, 0.0], [0.0, 0.0, 0.1], [-0.1, 0.0, 0.0], [0.1, 0.0, 0.0], [0.0, 0.0, 0.0]],
  "mulliken_charge": [-0.62, -0.38, -0.37, -1.17, 0.39, 0.29, 0.31, 0.42, 0.23, 0.33, 0.26, 0.30]
}


# 5
{
  "formula": "C2H7NO2S",
  "method": "ωB97M-V/def2-TZVPD",
  "orbital_gap_ha": [0.3377, 0.3003],
  "multiplicity": 1,
  "e_homo_ha": [-0.345, -0.313],
  "lumo_ev": [-0.20, -0.35],
  "energy_ev": -18601.92134,
  "de_lowest_kcal_mol": 149.2,
  "species": ["S", "O", "O", "N", "C", "C", "H", "H", "H", "H", "H", "H", "H"],
  "coordinates": [[-1.544981, -0.090471, -2.124203], [-1.580414, -0.727835, 0.335177], [0.412737, 0.934740, -0.324615], [-0.780752, -0.636542, -0.757446], [-1.065921, -1.491405, 1.400756], [1.320402, 1.136119, -1.254838], [1.432452, 2.140807, -1.710188], [0.986162, 0.567071, -2.158106], [-2.555671, 0.610528, -1.688417], [-0.727292, -2.479204, 0.960124], [-0.173864, -0.936305, 1.773627], [-1.873102, -1.585340, 2.160882], [2.336033, 0.916560, -0.988490]],
  "forces_ev_per_a": [[0.7, -0.9, -0.8], [-1.2, 1.3, -1.6], [-2.2, -0.3, 2.2], [0.8, 0.2, 1.2], [1.8, -0.8, -0.3], [0.8, 0.1, -2.8], [-0.8, 0.3, 0.5], [0.6, -0.1, 0.0], [-0.8, 0.7, 0.8], [-0.5, 0.9, 0.9], [-0.6, -0.6, 0.2], [0.7, 0.1, -0.7], [0.8, -0.9, 0.3]],
  "mulliken_charge": [-0.05, -0.14, -0.37, -0.08, -0.43, -0.45, 0.24, 0.16, 0.17, 0.24, 0.22, 0.22, 0.24]
}


# 6
{
  "formula": "C2H7NO2Si",
  "method": "ωB97M-V/def2-TZVPD",
  "orbital_gap_ha": 0.3519,
  "multiplicity": 1,
  "e_homo_ha": -0.326,
  "lumo_ev": 0.70,
  "energy_ev": -15645.99976,
  "de_lowest_kcal_mol": 135.7,
  "smiles": "C/C=[N+](\\[O-])O[SiH3]",
  "species": ["Si", "O", "O", "N", "C", "C", "H", "H", "H", "H", "H", "H", "H"],
  "coordinates": [[1.831608, -1.046745, -0.630348], [-0.946534, -0.886057, 1.681719], [0.627687, -1.458213, 0.393311], [-0.375145, -0.621900, 0.682745], [-1.530192, 1.309510, 0.365244], [-0.486257, 0.390056, -0.052694], [2.082473, 0.335357, -0.211368], [-2.277984, 1.565157, -0.463076], [-1.007535, 2.221555, 0.697492], [0.091401, 0.627177, -0.927901], [2.757464, -2.159087, -0.819694], [-1.963872, 0.720666, 1.229021], [1.196885, -0.997475, -1.944452]],
  "forces_ev_per_a": [[-0.1, 0.3, -1.4], [-2.3, -1.4, 3.6], [1.1, -2.8, 0.4], [2.3, -0.1, -1.3], [-1.4, 0.5, 0.2], [-1.2, 2.5, -2.1], [1.0, 0.0, 0.0], [1.0, -0.4, 1.3], [-0.7, 0.0, 0.1], [0.2, -0.7, 0.0], [0.4, 0.0, 0.7], [-0.3, 1.6, -0.9], [0.0, 0.3, -0.5]],
  "mulliken_charge": [0.44, -0.76, -0.32, 0.90, -0.99, -0.13, -0.07, 0.26, 0.23, 0.38, -0.13, 0.31, -0.10]
}


# 7
{
  "formula": "C2H7NO3",
  "method": "ωB97M-V/def2-TZVPD",
  "orbital_gap_ha": [0.1352, 0.3807],
  "multiplicity": 2,
  "e_homo_ha": [0.022, -0.231],
  "lumo_ev": [4.29, 4.07],
  "energy_ev": -9818.92425,
  "s2": 0.7505,
  "de_lowest_kcal_mol": 0.0,
  "charge": -1,
  "species": ["O", "O", "O", "N", "C", "C", "H", "H", "H", "H", "H", "H", "H"],
  "coordinates": [[-1.305330, 0.404147, -0.197680], [0.278186, 1.314815, -1.557053], [-1.157377, -0.813664, 1.648386], [1.588552, 0.155346, 0.113476], [-0.695211, -0.492980, 0.569500], [0.640962, -0.963958, 0.039012], [0.841558, -1.905134, 0.575865], [-0.705769, 0.742745, -0.985383], [0.692966, -1.314154, -0.993596], [1.161192, 0.960320, -0.800761], [1.457094, 0.690698, 0.978893], [0.595194, 1.199324, -2.476880], [2.613599, -0.041463, 0.037118]],
  "forces_ev_per_a": [[-1.2, -1.2, 1.4], [1.9, 1.1, -2.0], [0.4, -0.6, -0.2], [0.7, 0.8, 1.0], [-1.0, 1.5, -0.7], [0.4, -1.6, 0.3], [0.7, 0.7, 0.4], [0.1, 0.0, -0.1], [-0.7, 0.4, -0.3], [-0.8, -0.4, -0.5], [0.2, -0.3, 0.1], [-0.3, 0.1, 0.8], [-0.3, -0.5, -0.1]],
  "mulliken_charge": [-0.80, -0.44, -0.45, -1.98, 0.42, -1.51, 0.43, 0.47, 0.37, 0.59, 0.50, 0.33, 1.07]
}


# 8
{
  "formula": "C2H7NO3",
  "method": "ωB97M-V/def2-TZVPD",
  "orbital_gap_ha": 0.3738,
  "multiplicity": 1,
  "e_homo_ha": -0.346,
  "lumo_ev": 0.76,
  "energy_ev": -9819.81392,
  "de_lowest_kcal_mol": 26.4,
  "smiles": "NC(=O)CO.O",
  "species": ["O", "O", "O", "N", "C", "C", "H", "H", "H", "H", "H", "H", "H"],
  "coordinates": [[-3.449811, -0.745870, 2.280374], [2.446746, -0.550090, -0.706574], [-0.799292, 0.811119, -0.276794], [0.872687, 1.610089, -1.490264], [1.026037, -0.655050, -0.488874], [0.272837, 0.683169, -0.785664], [1.630437, 1.431109, -2.153824], [-2.998512, -0.279220, 3.019854], [0.670917, -1.410820, -1.215604], [0.415267, 2.524919, -1.470794], [2.982916, -0.874010, 0.047085], [-3.944391, -1.477730, 2.713994], [0.874157, -1.067620, 0.527085]],
  "forces_ev_per_a": [[-0.1, -0.3, 1.2], [0.5, 0.0, 0.2], [-1.9, 0.5, 0.7], [1.2, 2.1, -1.7], [1.0, -0.5, -0.6], [1.0, -2.9, 1.7], [-0.4, 0.1, 0.8], [-0.5, -0.5, -0.8], [-0.2, 0.3, 0.4], [0.3, -0.6, -0.4], [-0.9, 0.3, -0.6], [0.5, 0.8, -0.4], [-0.6, 0.8, -0.5]],
  "mulliken_charge": [-0.63, -0.56, -0.60, -0.35, -0.17, 0.42, 0.22, 0.32, 0.18, 0.25, 0.31, 0.31, 0.30]
}


# 9
{
  "formula": "C2H7NO3",
  "method": "ωB97M-V/def2-TZVPD",
  "orbital_gap_ha": 0.3908,
  "multiplicity": 1,
  "e_homo_ha": -0.364,
  "lumo_ev": 0.73,
  "energy_ev": -9819.26776,
  "de_lowest_kcal_mol": 39.0,
  "smiles": "O=CO.NCO",
  "species": ["O", "O", "O", "N", "C", "C", "H", "H", "H", "H", "H", "H", "H"],
  "coordinates": [[-2.220615, -0.255509, 1.320690], [0.716266, 0.306059, -1.285909], [-1.560330, 1.655945, 0.296616], [1.508202, -0.916568, 0.611951], [-2.460840, 0.883869, 0.996435], [1.464446, -0.824073, -0.804582], [-3.177406, 1.577279, 1.475273], [0.720889, -1.304264, 0.988618], [1.213430, 0.482811, -2.140051], [-0.973029, 0.977578, -0.116073], [1.604969, -0.074923, 1.090835], [2.412464, -0.940175, -1.210456], [0.751554, -1.568029, -1.223347]],
  "forces_ev_per_a": [[-1.0, 0.7, -0.8], [2.1, 1.5, -1.7], [-1.1, -1.8, -0.3], [1.7, -0.5, -1.3], [2.4, 0.9, 1.4], [-3.9, -1.2, 0.7], [-0.4, -0.6, -0.5], [-2.5, -1.5, 0.9], [-1.4, 0.4, 1.3], [0.2, 0.7, 0.0], [0.8, 1.9, 0.5], [1.8, 0.4, -1.0], [1.3, -0.9, 0.8]],
  "mulliken_charge": [-0.46, -0.53, -0.39, -0.56, 0.21, -0.35, 0.31, 0.27, 0.30, 0.33, 0.23, 0.39, 0.25]
}


# 10
{
  "formula": "C2H7NO3",
  "method": "ωB97M-V/def2-TZVPD",
  "orbital_gap_ha": 0.3806,
  "multiplicity": 1,
  "e_homo_ha": -0.363,
  "lumo_ev": 0.49,
  "energy_ev": -9820.33033,
  "de_lowest_kcal_mol": 14.5,
  "smiles": "CNC(=O)O.O",
  "species": ["O", "O", "O", "N", "C", "C", "H", "H", "H", "H", "H", "H", "H"],
  "coordinates": [[-1.088649, 0.472911, 0.350525], [2.081713, 2.857622, 0.851305], [1.021798, 0.124007, -0.307354], [-0.582601, -1.443256, -0.772133], [-0.118060, -0.259263, -0.254956], [-1.450492, -2.310562, -0.045689], [-0.324716, -1.615479, -1.722883], [-2.015053, -1.787070, 0.723621], [1.219062, 3.181354, 0.581693], [2.003870, 1.898571, 0.906976], [-0.620097, 1.249077, 0.694950], [-2.157126, -2.846449, -0.673574], [-0.896398, -3.058932, 0.546114]],
  "forces_ev_per_a": [[0.3, -0.1, 0.2], [0.1, 0.1, 0.3], [0.3, 0.4, -0.3], [0.0, 0.9, -0.1], [-0.3, -0.3, 0.1], [-0.4, -0.9, 1.0], [0.4, -0.4, 0.0], [-0.1, 0.4, -0.3], [0.0, -0.1, -0.1], [-0.1, 0.0, -0.3], [-0.2, -0.1, 0.1], [0.0, 0.1, -0.2], [0.1, 0.0, -0.4]],
  "mulliken_charge": [-0.45, -0.63, -0.54, -0.14, 0.54, -0.80, 0.25, 0.29, 0.30, 0.34, 0.28, 0.30, 0.27]
}